Entry 1:
Entry from the OMol25 dataset: one molecule with the formula C20H34I2O4 (ωB97M-V/def2-TZVPD).

CARTESIAN COORDINATES (ANGSTROEM)
C  -3.112  0.301  3.203
C  -1.798  1.013  2.835
C  -1.714  1.394  1.345
C  -1.052  0.363  0.409
C  0.402  0.530  -0.078
C  0.535  1.879  -0.788
C  1.947  2.205  -1.251
O  1.997  3.164  -2.310
C  1.133  4.216  -2.214
O  0.229  4.345  -2.991
C  1.441  5.214  -1.123
C  2.888  5.227  -0.626
O  0.617  -0.475  -1.105
C  1.088  -1.712  -0.548
C  0.102  -2.884  -0.712
C  -1.004  -2.639  -1.749
C  -2.225  -3.560  -1.604
C  -3.271  -3.166  -2.660
C  -2.839  -3.471  -0.202
C  1.630  -1.382  0.887
I  0.464  -2.205  2.527
C  3.097  -1.854  1.067
C  3.428  -2.829  2.170
O  3.609  -4.003  1.955
C  1.576  0.158  0.817
I  1.850  1.294  2.598
H  -3.959  0.683  2.634
H  -3.024  -0.776  3.034
H  -3.312  0.420  4.270
H  -1.707  1.921  3.435
H  -0.983  0.347  3.106
H  -2.746  1.498  0.998
H  -1.270  2.383  1.232
H  -1.206  -0.632  0.827
H  -1.601  0.379  -0.537
H  -0.134  1.835  -1.651
H  0.174  2.666  -0.124
H  2.557  2.550  -0.407
H  2.420  1.309  -1.657
H  0.738  5.021  -0.307
H  1.159  6.186  -1.532
H  3.145  6.230  -0.280
H  3.042  4.549  0.212
H  3.574  4.973  -1.432
H  1.969  -1.961  -1.144
H  0.686  -3.746  -1.049
H  -0.329  -3.171  0.240
H  -1.354  -1.608  -1.708
H  -0.572  -2.801  -2.743
H  -1.930  -4.594  -1.812
H  -3.368  -2.076  -2.696
H  -2.986  -3.499  -3.659
H  -4.253  -3.568  -2.410
H  -2.205  -3.936  0.554
H  -3.812  -3.961  -0.174
H  -2.951  -2.418  0.076
H  3.724  -0.971  1.230
H  3.447  -2.337  0.154
H  3.560  -2.433  3.188
H  2.487  0.414  0.279

Computed properties:
* lowest unoccupied orbital energy: -0.177 eV
* charge: 0
* SMILES string: CCCC[C@]1(CCOC(=O)CC)O[C@H](CCC(C)C)[C@@](I)(CC=O)[C@@H]1I
* HOMO energy: -9.54 eV
* spin multiplicity: 1

---

Entry 2:
Entry from the OMol25 dataset: C20H34N4OP2SW as an isolated structure in a non-equilibrium geometry (ωB97M-V/def2-TZVPD).

CARTESIAN COORDINATES (ANGSTROEM)
W  -0.450  -0.705  0.230
C  -0.803  -1.912  -3.443
C  -1.432  -1.507  -2.152
C  -1.946  -0.196  -1.987
C  -2.767  0.116  -0.920
C  -2.988  -0.827  0.103
C  -2.399  -2.091  0.013
C  -1.610  -2.418  -1.106
H  -0.222  -1.105  -3.888
H  -1.628  -2.125  -4.135
H  -0.219  -2.825  -3.360
H  -1.753  0.544  -2.756
H  -3.226  1.092  -0.872
H  -3.636  -0.597  0.937
H  -2.580  -2.842  0.770
H  -1.218  -3.421  -1.189
C  2.794  -2.059  0.968
P  1.081  -2.637  0.931
C  1.006  -4.200  0.024
C  0.674  -3.127  2.625
C  0.539  -1.894  3.489
P  -0.771  -0.835  2.827
C  -0.627  0.684  3.784
C  -2.329  -1.597  3.335
H  3.331  -2.665  1.703
H  2.866  -1.010  1.250
H  3.272  -2.199  0.000
H  1.705  -4.877  0.527
H  1.320  -4.131  -1.015
H  0.014  -4.645  0.088
H  1.464  -3.799  2.972
H  -0.246  -3.720  2.604
H  1.461  -1.307  3.523
H  0.288  -2.140  4.524
H  -0.609  0.367  4.831
H  -1.480  1.343  3.644
H  0.312  1.190  3.570
H  -2.335  -1.651  4.427
H  -2.435  -2.610  2.951
H  -3.181  -0.995  3.025
S  2.888  -0.713  -3.051
C  2.562  0.888  -2.569
C  1.609  0.912  -1.611
N  1.125  -0.345  -1.256
C  1.754  -1.278  -1.969
H  3.081  1.725  -3.015
H  1.224  1.791  -1.133
H  1.540  -2.328  -1.881
C  -0.904  5.646  1.918
N  -0.898  4.210  1.568
C  0.310  3.409  1.423
C  -0.311  2.087  1.097
O  0.428  1.018  0.885
N  -1.609  2.097  1.069
C  -1.946  3.433  1.376
N  -3.203  3.809  1.460
H  0.019  6.085  1.547
H  -0.969  5.769  2.997
H  -1.732  6.135  1.409
H  0.895  3.359  2.345
H  0.954  3.779  0.621
H  -3.943  3.138  1.335
H  -3.474  4.748  1.714

Computed properties:
* lowest unoccupied orbital energy (alpha / beta): -13.016 / -14.110 eV
* charge: +4
* energy relative to the best compared isomer or geometry (same formula, charge and spin): 0.00 kcal/mol
* HOMO energy (alpha / beta): -21.17 / -21.29 eV
* spin multiplicity: 3

---

Entry 3:
Entry from the OMol25 dataset: a 3-piece molecular cluster, C20H34NO6 overall in a non-equilibrium geometry (ωB97M-V/def2-TZVPD).

CARTESIAN COORDINATES (ANGSTROEM)
N  -3.094  1.942  0.519
C  -3.690  0.646  0.411
O  -4.892  0.556  0.195
C  -2.785  -0.535  0.532
C  -2.436  -0.776  2.041
C  -2.401  -2.265  2.420
C  -0.985  -2.738  2.816
C  -0.936  -3.822  3.885
O  0.013  -4.604  3.910
C  -1.988  -3.930  4.949
C  -3.331  -4.022  4.706
C  -4.248  -4.087  5.717
C  -3.808  -4.065  7.011
C  -2.471  -3.997  7.257
C  -1.558  -3.927  6.250
H  -2.884  2.152  1.491
H  -3.765  2.639  0.218
H  -3.226  -1.400  0.056
H  -1.855  -0.279  0.019
H  -1.455  -0.322  2.249
H  -3.187  -0.236  2.639
H  -2.669  -2.843  1.525
H  -0.456  -3.108  1.932
H  -0.465  -1.882  3.264
H  -3.654  -4.001  3.680
H  -5.293  -4.140  5.450
H  -4.496  -4.092  7.846
H  -2.096  -3.988  8.273
H  -0.500  -3.858  6.447
C  -0.170  2.080  -1.190
O  -0.498  1.581  -2.484
C  -1.491  2.355  -3.131
C  -0.891  3.261  -4.186
O  -0.077  4.273  -3.610
C  1.305  3.991  -3.725
H  0.716  1.549  -0.842
H  0.052  3.151  -1.216
H  -0.996  1.891  -0.497
H  -2.063  2.938  -2.404
H  -2.179  1.657  -3.620
H  -1.703  3.766  -4.720
H  -0.321  2.675  -4.913
H  1.630  4.114  -4.766
H  1.543  2.979  -3.387
H  1.847  4.703  -3.105
C  5.428  1.192  -4.998
O  6.134  0.709  -3.870
C  6.049  1.577  -2.749
C  5.056  1.072  -1.725
O  3.728  1.125  -2.219
C  3.239  -0.144  -2.628
H  5.393  0.392  -5.736
H  4.405  1.478  -4.741
H  5.949  2.051  -5.436
H  5.789  2.592  -3.063
H  7.043  1.608  -2.291
H  5.098  1.722  -0.845
H  5.312  0.057  -1.407
H  3.045  -0.771  -1.752
H  3.942  -0.652  -3.293
H  2.300  0.012  -3.158

Computed properties:
* lowest unoccupied orbital energy: 2.306 eV
* charge: -1
* HOMO energy: -1.73 eV
* spin multiplicity: 1

---

Entry 4:
Entry from the OMol25 dataset: C20H34PTc as an isolated structure in a non-equilibrium geometry (ωB97M-V/def2-TZVPD).

CARTESIAN COORDINATES (ANGSTROEM)
C  0.238  -0.101  -3.823
C  0.801  1.297  -3.965
C  0.985  -1.075  -4.743
C  -1.242  -0.105  -4.150
H  0.757  -0.772  -5.784
H  0.667  -2.117  -4.616
H  2.073  -1.038  -4.615
H  0.527  1.658  -4.980
H  1.899  1.323  -3.880
H  0.372  1.975  -3.218
H  -1.348  0.224  -5.203
H  -1.804  0.584  -3.511
H  -1.696  -1.101  -4.057
C  2.168  -0.669  0.587
C  2.355  -1.537  -0.549
C  2.410  -0.719  -1.743
H  2.544  -2.590  -0.484
C  2.303  0.662  -1.306
C  2.244  0.680  0.110
H  2.295  1.552  0.736
H  2.174  -0.984  1.621
H  2.633  -1.077  -2.746
H  2.279  1.542  -1.936
C  -1.586  -1.524  0.005
C  -0.420  -2.236  0.416
C  0.174  -2.805  -0.774
H  -0.118  -2.453  1.439
C  -0.523  -2.307  -1.914
C  -1.616  -1.489  -1.422
H  -2.326  -0.919  -2.015
H  -2.343  -1.121  0.662
H  0.935  -3.573  -0.772
H  -0.317  -2.571  -2.948
Tc  0.455  -0.701  -0.913
C  -3.317  0.815  2.007
C  -2.066  1.570  2.450
P  -0.424  0.768  2.065
C  0.814  2.020  2.655
C  0.381  2.934  3.785
C  -0.297  -0.644  3.281
C  -0.251  -0.251  4.744
H  -3.359  0.708  0.917
H  -4.211  1.378  2.309
H  -3.392  -0.180  2.457
H  -2.031  2.531  1.912
H  -2.124  1.804  3.526
H  1.032  2.628  1.763
H  1.753  1.501  2.905
H  0.148  2.371  4.694
H  1.190  3.635  4.023
H  -0.494  3.523  3.494
H  -1.168  -1.297  3.096
H  0.589  -1.244  3.008
H  -1.111  0.379  5.015
H  -0.289  -1.146  5.385
H  0.678  0.285  5.001

Computed properties:
* lowest unoccupied orbital energy (alpha / beta): -2.497 / -4.262 eV
* charge: +1
* HOMO energy (alpha / beta): -9.77 / -11.24 eV
* spin multiplicity: 4

---

| no. | DFT total energy (Eh) |
| --- | --- |
| 1 | -1678.78412 |
| 2 | -2223.35447 |
| 3 | -1288.53094 |
| 4 | -1204.23823 |